55
Properties=species:S:1:pos:R:3:forces:R:3 method="wB97M-V/def2-TZVPD" e_homo_ev=-9.151 relative_energy_kcal_mol=1.7
C 2.9572 -5.9182 4.1117 -0.26 0.21 -0.39
N 1.7942 -5.0410 4.2448 -0.10 -0.30 1.11
C 1.2421 -4.3582 3.2322 0.76 0.60 -1.16
O 1.7101 -4.3986 2.1000 -0.46 -0.07 0.33
C 0.0413 -3.4468 3.5706 -0.15 0.65 0.27
C -0.2553 -2.4172 2.4614 0.11 -0.11 -0.14
C -1.4244 -1.4613 2.7579 0.34 -0.12 0.12
C -1.7260 -0.5702 1.5572 -1.19 -1.39 0.08
N -0.8478 0.3496 1.2164 1.35 1.01 0.12
O -2.7231 -0.7204 0.8760 -0.66 -0.45 -0.13
N 0.2489 -2.7622 4.8578 0.44 -0.87 -1.78
C -0.5324 -2.7676 5.9367 -0.81 0.13 1.66
C -1.8107 -3.5805 5.9557 0.23 0.13 -0.14
O -0.2058 -2.1298 6.9226 0.10 0.23 0.23
H 3.7598 -5.3923 3.5891 -0.10 -0.08 0.04
H 2.6890 -6.8042 3.5326 0.12 0.03 0.02
H 3.3122 -6.2256 5.0966 -0.18 0.13 -0.08
H 1.3916 -4.9230 5.1618 0.08 0.01 -0.09
H -0.8231 -4.1056 3.6381 -0.13 0.00 0.30
H -0.4858 -2.9606 1.5434 0.22 0.01 -0.02
H 0.6442 -1.8256 2.2849 0.14 -0.12 -0.13
H -2.3164 -2.0415 2.9930 -0.12 0.20 -0.10
H -1.1811 -0.8267 3.6096 -0.02 0.00 0.19
H -1.0235 0.8609 0.3630 0.25 0.05 0.15
H -0.0021 0.4684 1.7389 0.19 0.21 -0.11
H 1.0720 -2.1853 4.9427 0.04 0.05 0.04
H -2.2825 -3.4666 6.9315 0.18 0.05 -0.14
H -2.4878 -3.2155 5.1862 -0.12 -0.18 -0.10
H -1.5807 -4.6308 5.7900 -0.17 -0.14 -0.13
N -1.4273 1.9919 -5.5771 0.11 -0.04 1.29
C -0.8362 2.4091 -4.2621 0.05 -1.06 -0.49
P -1.4745 1.4961 -2.6945 -2.62 0.90 -1.71
O -2.8388 1.9199 -2.3439 -0.59 0.57 -0.47
O -0.6320 1.8325 -1.3859 1.67 0.12 -0.16
O -1.4751 -0.0732 -2.9213 1.26 0.17 0.11
C 0.7026 2.2536 -4.3857 0.19 -0.12 0.09
C 1.2129 3.6518 -4.5364 0.66 0.50 -0.18
C 2.5186 4.0687 -4.8193 -0.24 0.39 0.06
C 2.7975 5.4386 -4.9230 -0.44 -0.32 0.12
C 1.7744 6.3799 -4.7402 -0.23 -0.48 0.07
C 0.4709 5.9516 -4.4584 0.39 -0.20 -0.11
C 0.2041 4.5819 -4.3647 0.45 0.62 -0.19
C -1.1112 3.9282 -4.1010 -0.14 0.00 0.43
H -2.4348 2.1670 -5.6056 0.39 -0.27 0.12
H -1.2308 1.0088 -5.7806 -0.25 0.38 0.15
H -0.9329 2.7367 -1.2174 0.10 0.10 0.58
H -2.0138 -0.3664 -2.1712 -0.28 -0.64 0.03
H 1.1395 1.7909 -3.4950 0.02 -0.07 -0.07
H 0.9778 1.6457 -5.2541 -0.17 -0.06 0.16
H 3.3077 3.3365 -4.9608 -0.04 0.07 0.00
H 3.8067 5.7716 -5.1463 -0.13 -0.05 0.03
H 1.9906 7.4408 -4.8238 -0.03 -0.14 0.02
H -0.3281 6.6742 -4.3246 0.07 -0.03 -0.02
H -1.8651 4.2768 -4.8149 -0.05 -0.24 0.22
H -1.4567 4.1830 -3.0947 -0.22 -0.01 -0.08